No. 1
Computed, not measured: 5 unconnected molecules or ions with the total composition C24H34F2O6, with ωB97M-V with the def2-TZVPD basis set.

Geometry (Å):
H  -2.92685  1.14275  -6.18638
H  -2.28273  1.97222  0.46135
H  -0.58776  -7.29157  2.14969
H  1.96409  2.72215  0.76561
O  -0.03596  -5.08538  -2.02820
H  -1.67424  -7.92095  0.90175
H  -2.27238  -3.90416  -0.27016
H  1.94915  -1.64941  -4.07090
H  1.53337  -1.51927  -1.78341
C  -1.83122  -0.16393  -4.84951
H  4.59135  -1.36191  0.88582
H  -0.81248  -2.82064  -0.11111
C  1.08611  2.08738  0.81564
H  -0.10418  6.29675  5.80315
C  -1.05128  0.35973  1.05305
H  3.65690  -1.35843  -3.48504
H  -1.60255  8.16596  6.04003
O  -0.36587  -5.48555  0.16195
H  1.45409  6.87459  1.18677
H  -4.21374  1.14129  -2.15266
H  3.74086  -2.27189  2.16970
H  -4.51132  1.81143  -4.49471
H  -1.71429  8.36603  4.21206
H  -1.72668  5.89916  5.22093
C  2.78183  -2.00573  -3.47393
C  0.02414  -6.85250  0.07537
C  -0.82982  6.47609  5.00877
C  0.93079  6.10301  1.75002
O  2.00568  -3.19609  0.53419
H  0.41648  -1.15549  1.43819
C  2.99473  -2.60515  0.15768
F  -2.08922  -0.47467  1.08086
O  -0.36469  6.02952  3.73900
C  -3.74867  1.09581  -4.20837
H  -1.53606  -3.05788  -1.66106
C  -3.54725  0.71594  -2.89119
C  2.27174  -2.28573  -2.07255
H  -0.35356  3.56881  0.20359
C  -1.16573  7.96624  5.06295
C  -2.85944  0.70190  -5.20324
C  0.65746  6.60737  3.14871
C  0.23006  -0.11281  1.20186
C  4.11062  -2.30749  1.15250
H  -1.14001  -0.41532  -5.64627
O  1.43703  7.35939  3.69457
C  1.32896  0.76337  1.10472
C  -0.20493  2.54331  0.50807
H  4.90434  -3.04933  1.05718
H  1.10664  -6.93417  0.21706
F  -0.77157  -1.56746  -3.33798
H  2.35029  0.44413  1.25021
C  -2.55282  -0.18279  -2.56459
C  -0.45699  -4.74715  -0.95398
H  -0.14727  -8.67907  1.09892
H  -0.22041  8.51496  5.03665
C  -1.25289  1.67793  0.63611
C  -1.34482  -3.55816  -0.71545
H  1.71703  5.34820  1.81651
H  -0.19130  -7.16508  -0.94953
C  -0.63074  -7.70117  1.14492
C  -1.71362  -0.65678  -3.55234
O  3.28411  -2.24109  -1.07474
H  0.01807  5.75921  1.27398
H  -2.48558  -0.59294  -1.56249
H  1.63883  -3.17634  -2.04792
H  3.13619  -2.96114  -3.87239

As for the multiplicity: 1. As for the gap between HOMO and LUMO: 10.03 eV. The calculation puts the HOMO energy at -9.34 eV.

Atom charges from the natural (NBO) analysis, given in e for atoms 1 to 2:
1. H 0.22
2. H 0.22

***

No. 2
Computed, not measured: a single C24H34N2 molecule, with ωB97M-V with the def2-TZVPD basis set.

Geometry (Å):
C  0.81286  -1.79373  -1.44293
H  -2.10454  0.57369  2.12222
H  1.75464  -0.27834  0.54564
H  -3.07788  1.13030  -1.45275
H  -6.97449  -0.50172  0.60814
H  -1.17355  2.72226  2.00963
H  -5.64753  -0.85290  1.71024
H  -4.49022  -3.23816  0.18120
H  -1.25871  -1.44813  -1.93696
C  -1.10048  3.94725  0.25853
H  -0.53913  4.73208  0.74482
C  -1.45571  4.07116  -1.07290
H  -3.49658  -1.61983  1.81869
H  4.80035  -2.15665  -1.52937
C  -6.16616  -1.19857  0.81927
C  5.20920  0.55576  1.48525
H  2.08710  -1.64649  1.62772
C  3.87157  -1.62678  -1.30174
H  -5.79384  -1.60355  -1.24830
H  5.30888  -1.51923  0.98620
H  -2.32540  -2.64935  1.01088
C  -2.53173  1.92985  -0.97561
C  -2.17988  1.79694  0.36294
H  -3.57875  -2.45378  -1.11331
H  5.79220  0.44007  2.38770
H  -2.44914  3.14833  -2.72945
H  4.95581  2.66819  1.73371
C  4.93443  -0.54702  0.69760
C  -2.17120  3.05722  -1.68923
H  3.39531  -2.95892  0.34003
C  -0.66982  -1.77483  -1.07916
C  -0.89260  -0.81798  0.09220
H  3.64406  2.92079  -0.34356
H  3.15679  0.96157  -1.73896
C  4.74254  1.80659  1.11830
C  -4.07862  -2.28453  -0.15860
C  -0.01007  -1.27878  1.26396
H  1.10461  -0.78476  -1.78497
H  2.85901  -3.52219  -1.24936
C  -5.22003  -1.29086  -0.37224
C  3.73302  0.84221  -0.83127
H  3.42112  -1.31868  -2.24667
H  -0.11312  -0.59810  2.11074
H  -4.79819  -0.30882  -0.58688
H  -0.97851  -2.78389  -0.80651
H  -3.66993  0.61144  1.29317
C  -2.58914  0.56641  1.12885
C  4.00703  1.94752  -0.04596
H  -1.17514  4.95345  -1.62955
N  1.58911  -2.22422  -0.29896
C  -1.45882  2.81504  0.97069
C  4.18374  -0.42098  -0.46618
H  0.98584  -2.49865  -2.26066
N  -2.30748  -0.64506  0.37882
C  2.93580  -2.64259  -0.60005
H  -0.29643  -2.28071  1.58577
C  -3.02084  -1.82106  0.85298
H  -6.60142  -2.17224  1.03574
H  -0.53272  0.17132  -0.21886
C  1.44712  -1.30385  0.81025

As for the multiplicity: 1. As for the energy relative to the best compared isomer or geometry (same formula, charge and spin): 0.0 kcal per mole. As for the gap between HOMO and LUMO: 8.90 eV. The calculation puts the HOMO energy at -8.06 eV.

Atom charges from the natural (NBO) analysis, given in e for atoms 1 to 2:
1. C -0.22
2. H 0.17

***

| no. | LUMO energy (eV) | strongest force on any atom (Eh/bohr) |
| --- | --- | --- |
| 1 | 0.69 | 0.0451 |
| 2 | 0.84 | 0.0085 |